1.
# C3H9Co3FN3O14P2

A molecular structure, C3H9Co3FN3O14P2 (ωB97M-V/def2-TZVPD, the Open Molecules 2025 dataset).

The geometry in XYZ format:
```
35
Properties=species:S:1:pos:R:3:forces:R:3
Co -1.782 0.454 -1.358 -1.638 0.469 -0.754
Co 0.534 2.221 -2.446 -1.913 -0.695 -0.367
Co 2.067 -0.508 -2.094 -0.784 2.290 -0.106
P 0.533 0.481 -0.230 -1.531 -0.095 -3.929
O 0.138 0.195 -1.750 1.775 -2.321 -3.014
O 0.903 1.928 -0.538 1.666 0.810 3.748
O 1.710 -0.545 -0.197 0.274 0.121 2.395
O -0.870 0.142 0.305 1.837 -0.223 3.557
P -2.054 2.096 -3.363 0.567 3.155 3.307
O -2.609 0.671 -3.057 -1.062 -1.026 -2.347
O -1.548 2.305 -1.866 2.447 0.394 2.395
O -2.945 3.318 -3.368 -0.417 -1.364 -3.029
O -0.610 2.148 -4.026 -1.136 -0.277 -1.417
F 2.252 1.295 -3.049 0.504 -1.033 0.223
C 4.238 1.514 0.206 -0.658 -0.232 0.255
N 4.795 0.286 -0.410 -0.407 0.787 -0.059
O 4.168 -0.207 -1.323 -0.324 -0.870 -1.173
O 5.835 -0.146 -0.015 0.741 -0.269 0.404
H 4.046 1.237 1.241 0.205 0.229 0.075
H 3.283 1.735 -0.267 0.128 0.112 -0.118
H 4.973 2.305 0.107 0.067 -0.029 0.075
C -3.759 -0.596 2.240 -1.493 -0.617 -0.392
N -4.013 0.505 1.284 0.974 0.381 0.436
O -4.559 1.500 1.692 -0.500 0.087 0.099
O -3.531 0.373 0.187 -0.658 -0.239 -0.833
H -3.863 -0.166 3.229 0.851 -0.161 0.110
H -2.905 -1.139 1.855 0.523 0.378 0.645
H -4.594 -1.298 2.144 -0.092 0.185 -0.140
C -0.178 -2.610 1.877 0.048 0.843 -0.425
N 0.302 -3.904 2.403 -0.529 0.353 0.891
O 1.462 -4.017 2.720 0.488 -0.131 -0.322
O -0.561 -4.734 2.624 0.126 -0.337 -0.314
H -1.224 -2.558 2.144 -0.054 0.058 -0.185
H -0.016 -2.502 0.806 -0.120 -0.457 -0.024
H 0.384 -1.778 2.295 0.098 -0.277 0.330
```
Forces are in eV/Å.

max |F|	4.6	eV/Å
2S+1	10
E_LUMO (alpha / beta)	1.17 / 1.25	eV
HOMO-LUMO gap (alpha / beta)	5.3626 / 5.6375	eV
calculated total energy	-170568.1809	eV
charge	-1



2.
# C60H52AuGeN2O2P2S2

A molecular structure, C60H52AuGeN2O2P2S2 (ωB97M-V/def2-TZVPD, the Open Molecules 2025 dataset).

The geometry in XYZ format:
```
122
Properties=species:S:1:pos:R:3:forces:R:3
Au 0.395 -1.196 -1.177 0.012 -0.004 0.083
C -3.545 -1.230 -0.402 0.054 0.030 -0.051
C -3.611 -2.242 -1.501 -0.046 0.006 0.024
C -4.629 -3.186 -1.505 0.002 -0.049 0.000
C -4.665 -4.209 -2.441 0.008 0.017 0.010
C -3.655 -4.313 -3.382 0.004 0.020 -0.003
C -2.650 -3.359 -3.417 -0.022 0.006 -0.059
C -2.638 -2.300 -2.508 0.096 -0.018 -0.001
P -1.338 -1.036 -2.685 -0.001 -0.178 -0.245
C -2.116 0.559 -3.029 -0.007 0.066 0.212
C -3.434 0.553 -3.486 -0.028 -0.016 0.022
C -4.034 1.720 -3.924 0.012 -0.024 -0.035
C -3.318 2.905 -3.884 0.011 -0.001 -0.001
C -2.013 2.915 -3.419 0.005 -0.013 -0.039
C -1.372 1.752 -3.002 -0.008 -0.020 -0.049
C 0.073 1.831 -2.592 -0.038 -0.035 0.002
C -0.520 -1.452 -4.232 0.056 0.053 0.013
C -1.097 -1.269 -5.489 -0.006 0.048 0.005
C -0.420 -1.702 -6.612 0.028 -0.032 0.002
C 0.825 -2.315 -6.474 -0.027 0.006 -0.001
C 1.394 -2.483 -5.225 0.018 -0.010 0.046
C 0.719 -2.049 -4.084 0.027 -0.009 0.011
C 1.315 -2.243 -2.720 0.019 -0.126 -0.152
H -4.450 -1.256 0.204 0.002 0.009 0.013
H -3.404 -0.219 -0.791 0.005 -0.020 -0.002
H -2.696 -1.442 0.248 -0.002 -0.028 0.012
H -5.401 -3.124 -0.747 0.005 -0.008 0.013
H -5.473 -4.928 -2.426 0.011 -0.015 0.019
H -3.650 -5.125 -4.097 0.001 -0.002 -0.007
H -1.874 -3.444 -4.165 -0.032 0.008 -0.017
H -3.991 -0.377 -3.514 0.002 0.002 0.007
H -5.047 1.700 -4.303 -0.019 0.001 0.022
H -3.772 3.826 -4.226 -0.005 0.013 0.002
H -1.458 3.846 -3.400 0.006 0.005 -0.020
H 0.513 2.759 -2.952 0.003 -0.003 0.005
H 0.661 1.009 -3.006 0.024 0.014 -0.025
H 0.187 1.802 -1.506 0.017 -0.017 0.017
H -2.064 -0.791 -5.582 0.000 0.006 0.002
H -0.854 -1.568 -7.593 0.005 0.015 -0.005
H 1.354 -2.660 -7.352 0.004 0.016 -0.009
H 2.365 -2.954 -5.127 0.011 0.007 -0.011
H 2.354 -1.916 -2.713 -0.026 0.073 0.060
H 1.297 -3.288 -2.404 -0.055 0.013 0.059
S -1.504 3.269 2.121 0.078 0.132 -0.066
P -2.625 1.974 1.314 0.509 0.461 1.001
S -0.489 0.160 0.705 -0.718 0.278 -0.294
C -3.517 0.920 2.475 0.156 -0.425 -0.493
C -4.622 1.509 3.097 0.014 -0.056 -0.057
C -5.319 0.785 4.046 -0.027 0.059 0.033
C -4.922 -0.508 4.372 -0.024 -0.003 0.003
C -3.831 -1.085 3.748 0.000 0.005 -0.059
C -3.118 -0.371 2.792 -0.175 -0.037 0.123
C -3.790 2.673 0.145 0.241 -0.729 -0.612
C -3.591 3.964 -0.346 -0.011 0.000 0.061
C -4.538 4.522 -1.183 -0.034 0.037 0.032
C -5.663 3.794 -1.551 -0.008 0.019 0.017
C -5.845 2.498 -1.090 -0.018 -0.012 0.055
C -4.901 1.925 -0.254 -0.126 0.161 0.077
H -4.925 2.518 2.847 -0.017 0.003 -0.001
H -6.175 1.232 4.533 0.013 0.001 0.026
H -5.470 -1.063 5.122 -0.019 -0.007 -0.011
H -3.523 -2.091 4.001 0.026 0.015 0.021
H -2.254 -0.808 2.312 0.009 0.009 0.027
H -2.724 4.531 -0.036 0.036 -0.024 -0.017
H -4.403 5.533 -1.544 0.000 0.001 -0.004
H -6.401 4.238 -2.206 -0.009 0.019 0.013
H -6.724 1.936 -1.375 0.008 -0.009 -0.016
H -5.049 0.922 0.119 -0.019 0.037 0.025
O 2.074 -3.889 -0.032 -0.002 0.006 -0.047
C 2.682 -2.846 0.059 -0.080 -0.051 0.166
N 3.975 -2.674 0.460 -0.012 0.024 0.014
C 4.443 -1.309 0.307 0.051 0.043 0.026
C 3.137 -0.640 -0.180 0.044 -0.052 -0.051
O 2.985 0.532 -0.474 -0.022 -0.023 -0.038
N 2.163 -1.580 -0.214 0.038 0.159 -0.125
C 5.572 -1.193 -0.723 -0.071 0.030 -0.033
C 6.487 -2.232 -0.866 0.024 0.009 0.023
C 7.552 -2.124 -1.746 0.003 -0.007 0.012
C 7.725 -0.968 -2.492 0.015 0.003 0.004
C 6.818 0.072 -2.355 0.004 -0.004 -0.015
C 5.747 -0.039 -1.481 -0.009 0.006 -0.010
C 4.883 -0.685 1.637 0.014 -0.027 -0.015
C 5.154 -1.488 2.737 -0.011 -0.009 0.021
C 5.596 -0.924 3.927 0.000 -0.006 -0.002
C 5.766 0.447 4.028 -0.034 0.013 0.009
C 5.485 1.254 2.934 0.004 0.003 0.019
C 5.050 0.692 1.744 0.030 -0.012 -0.025
H 4.576 -3.472 0.554 -0.024 -0.035 -0.011
H 6.399 -3.138 -0.280 -0.006 -0.009 0.000
H 8.250 -2.944 -1.843 0.013 0.002 0.009
H 8.564 -0.877 -3.168 -0.008 -0.005 -0.018
H 6.944 0.980 -2.930 -0.008 0.001 -0.011
H 5.039 0.773 -1.394 0.011 0.019 0.018
H 5.015 -2.559 2.677 -0.009 -0.002 0.008
H 5.806 -1.562 4.775 0.006 -0.006 0.002
H 6.110 0.886 4.955 -0.001 0.003 0.005
H 5.606 2.327 3.004 -0.019 0.005 0.007
H 4.825 1.330 0.902 0.039 -0.001 -0.024
Ge 1.003 0.396 2.413 -0.033 0.229 0.398
C 0.257 -0.466 3.984 -0.152 -0.023 -0.026
C -0.707 0.097 4.821 0.035 0.042 0.000
C -1.214 -0.614 5.899 0.018 0.023 0.037
C -0.777 -1.907 6.146 0.007 -0.008 0.013
C 0.183 -2.481 5.325 0.007 -0.017 0.016
C 0.699 -1.763 4.256 -0.010 0.024 -0.031
C 1.490 2.259 2.678 0.110 0.055 -0.100
C 2.270 2.892 1.709 -0.150 -0.024 -0.026
C 2.684 4.205 1.886 0.012 0.028 -0.014
C 2.328 4.899 3.033 0.022 0.022 -0.021
C 1.560 4.276 4.006 -0.040 -0.013 0.017
C 1.141 2.966 3.827 0.225 -0.094 0.102
H 2.221 -0.436 2.055 -0.053 -0.024 -0.078
H -1.078 1.098 4.632 -0.030 -0.006 -0.029
H -1.953 -0.158 6.547 -0.016 -0.002 -0.016
H -1.180 -2.466 6.980 0.013 0.006 0.019
H 0.535 -3.486 5.521 -0.001 -0.003 -0.010
H 1.457 -2.216 3.626 -0.008 -0.021 -0.007
H 2.543 2.359 0.808 0.040 -0.007 -0.014
H 3.291 4.686 1.129 -0.008 0.002 -0.012
H 2.651 5.922 3.171 0.007 0.002 0.004
H 1.286 4.812 4.906 -0.005 -0.006 0.006
H 0.546 2.496 4.597 0.018 -0.008 0.040
```
Forces are in eV/Å.

max |F|	1.2	eV/Å
2S+1	1
relative energy (zero: lowest compared OMol25 entry of this formula, charge and spin)	24.3	kcal per mole
E_LUMO	-4.55	eV
HOMO-LUMO gap	6.0183	eV
calculated total energy	-170593.1415	eV
charge	+1



3.
# C4H6N2

C4H6N2 in the gas phase (ωB97M-V/def2-TZVPD, the Open Molecules 2025 dataset).

The geometry in XYZ format:
```
12
Properties=species:S:1:pos:R:3:forces:R:3
C 0.820 1.543 1.606 -0.733 -2.139 -1.020
C 0.542 0.339 0.953 4.241 0.272 5.238
C -0.640 0.250 -0.399 -5.047 -1.124 -3.700
C -0.267 -0.762 -1.389 -0.901 -2.664 -1.436
N 1.195 2.518 2.103 0.303 1.447 0.575
N -0.724 -0.296 0.910 1.197 2.657 0.664
H 1.496 -0.136 0.596 -1.202 0.044 0.279
H -1.228 1.174 -0.528 0.717 -0.421 -0.265
H -0.100 -1.729 -0.714 0.268 1.768 -2.012
H 0.663 -0.469 -1.968 -0.800 -0.521 0.577
H -1.072 -1.144 -2.209 1.634 1.182 1.722
H -0.686 -1.289 1.039 0.323 -0.501 -0.622
```
Forces are in eV/Å.

max |F|	6.7	eV/Å
2S+1	3
relative energy (zero: lowest compared OMol25 entry of this formula, charge and spin)	56.7	kcal per mole
E_LUMO (alpha / beta)	0.71 / -2.46	eV
HOMO-LUMO gap (alpha / beta)	6.2719 / 8.2781	eV
calculated total energy	-7218.6377	eV



4.
# C4H8S

C4H8S in the gas phase (ωB97M-V/def2-TZVPD, the Open Molecules 2025 dataset).

The geometry in XYZ format:
```
13
Properties=species:S:1:pos:R:3:forces:R:3
C -0.395 1.101 0.209 -1.841 4.007 0.522
C 0.041 -0.208 0.486 -3.438 -4.507 2.838
C 0.720 -0.994 -0.592 4.515 0.184 0.772
C -0.750 -1.203 -0.444 1.175 -4.981 2.737
H 1.335 2.244 1.385 0.366 0.223 1.705
H -1.400 1.356 0.948 3.370 0.156 -1.769
H -0.817 1.227 -0.789 0.301 0.003 -0.050
H -0.249 -0.496 1.660 2.031 0.324 -3.146
H 1.238 -0.260 -1.369 -1.665 -1.703 1.280
H 1.633 -1.686 -0.195 -2.779 1.115 -1.088
H -1.326 -0.903 -1.194 -2.191 2.194 -3.006
H -1.313 -2.328 -0.211 2.333 3.158 0.179
S 1.283 2.148 0.106 -2.175 -0.173 -0.974
```
Forces are in eV/Å.

max |F|	6.3	eV/Å
2S+1	1
relative energy (zero: lowest compared OMol25 entry of this formula, charge and spin)	84.3	kcal per mole
E_LUMO	0.86	eV
structure (SMILES)	SCC1CC1
HOMO-LUMO gap	9.8339	eV
calculated total energy	-15108.7293	eV